Molecular formula: C6H18IO3
Method: DFT, wB97M-V/def2-TZVPD

Geometry as XYZ:
```
28
Properties=species:S:1:pos:R:3:forces:R:3:nbo_charge:R:1
I -1.97514 1.43896 -0.40083 0.163 -0.041 -0.035 -0.934
C 2.18209 2.45893 -3.13735 0.293 1.219 -1.353 -0.629
C 1.81540 2.97971 -1.74509 0.645 -1.479 -0.283 -0.065
O 1.57505 1.87225 -0.88778 -0.114 0.481 0.153 -0.759
H 3.15508 1.97152 -3.21502 -0.059 -0.291 0.634 0.197
H 2.33073 3.32010 -3.80217 0.004 0.324 0.096 0.185
H 1.48599 1.86840 -3.73358 -0.456 -0.268 0.793 0.215
H 0.96966 3.66669 -1.72779 0.000 0.029 -0.248 0.177
H 2.71251 3.47789 -1.36954 -0.102 0.352 0.057 0.149
H 0.63223 1.91569 -0.67030 -0.251 -0.475 0.174 0.502
C -0.78163 -0.47759 4.91800 0.956 -0.020 -0.147 -0.627
C -1.03011 0.37673 3.70371 -0.540 0.510 -1.013 -0.064
O -2.04244 -0.18626 2.87754 0.064 -0.434 0.440 -0.752
H -1.71109 -0.87770 5.31891 0.037 0.067 0.057 0.213
H -0.23110 0.10049 5.66307 -0.310 0.117 0.230 0.195
H -0.08679 -1.28298 4.67214 -0.344 -0.329 -0.078 0.199
H -0.17295 0.51595 3.04082 0.503 -0.078 0.529 0.171
H -1.33974 1.38823 3.98431 -0.065 0.054 0.238 0.147
H -1.77929 -0.00400 1.96662 -0.391 0.157 -0.303 0.501
C -0.08406 -3.54017 -1.95513 0.079 -0.384 -0.070 -0.622
C -0.83361 -2.39708 -1.33682 -0.624 0.688 -0.603 -0.070
O -1.69025 -1.77922 -2.33446 0.601 -0.671 0.528 -0.761
H 0.43723 -3.21604 -2.85563 -0.024 -0.107 -0.043 0.207
H -0.77966 -4.35060 -2.18042 -0.030 0.066 -0.346 0.196
H 0.63585 -3.98099 -1.26316 0.117 0.214 0.104 0.198
H -0.17604 -1.60561 -0.97594 0.163 -0.214 0.288 0.182
H -1.44659 -2.78770 -0.52196 -0.018 0.219 0.220 0.154
H -1.77134 -0.86558 -2.03214 -0.299 0.293 -0.020 0.499
```
Forces are in eV/Å.

Relative energy (zero: lowest compared OMol25 entry of this formula, charge and spin) = 0.504 eV
Total charge = -1
Lowest unoccupied orbital energy = 3.4 eV

---

Molecular formula: C20H32ClN3O2S
Method: DFT, wB97M-V/def2-TZVPD

Geometry as XYZ:
```
59
Properties=species:S:1:pos:R:3:forces:R:3:nbo_charge:R:1
C -4.08855 6.41989 1.03436 0.003 -0.002 0.001 -0.601
C -2.57269 6.30365 1.12822 -0.001 -0.001 0.001 -0.389
C -2.10364 4.86515 1.30641 0.004 -0.005 -0.076 -0.392
C -0.58738 4.74201 1.41481 -0.035 -0.002 0.109 -0.389
C -0.10462 3.30170 1.57927 0.096 0.027 -0.047 -0.399
C -0.06522 2.55085 0.25748 -0.076 -0.019 0.009 -0.217
N 0.38443 1.18379 0.45390 -0.010 0.011 0.019 -0.613
C 0.14361 0.21146 -0.45641 -0.041 -0.029 0.024 0.688
O -0.54263 0.38343 -1.44450 0.014 -0.010 -0.005 -0.621
C 0.84802 -1.12077 -0.15097 0.000 -0.004 -0.029 -0.141
C 2.12678 -1.12901 -0.97133 -0.003 0.011 -0.001 -0.010
C 2.04980 -1.17845 -2.35706 0.014 0.002 -0.002 -0.167
C 3.20174 -1.16627 -3.13549 -0.007 0.000 0.008 -0.005
C 3.10404 -1.21914 -4.63602 0.003 0.001 0.004 -0.629
C 4.44116 -1.10021 -2.50502 0.000 0.001 0.001 -0.236
C 4.50783 -1.04834 -1.12407 -0.009 0.001 -0.005 -0.019
Cl 6.06250 -0.97002 -0.34693 0.001 0.000 0.000 -0.004
C 3.36362 -1.06257 -0.34505 -0.002 -0.003 -0.006 -0.253
N 0.00605 -2.26174 -0.46759 -0.016 0.013 0.026 -0.424
C 0.75194 -3.50055 -0.24827 -0.008 -0.017 -0.033 -0.219
C -0.08004 -4.78354 -0.29352 0.011 0.003 0.008 -0.432
C -0.53931 -5.26805 1.07922 -0.059 0.002 -0.022 -0.654
S -1.89935 -4.36459 1.79974 -0.017 -0.012 -0.005 2.059
N -3.10374 -4.57048 0.89689 0.039 -0.066 0.007 -1.227
O -1.94083 -4.67835 3.21594 -0.007 0.022 -0.014 -0.955
C -1.37945 -2.66169 1.62684 -0.027 0.015 -0.001 -0.696
C -1.31140 -2.20968 0.15918 0.040 0.005 -0.002 -0.248
H -4.40446 7.45566 0.90726 -0.001 0.001 0.000 0.210
H -4.47203 5.84754 0.18735 0.000 0.000 0.000 0.202
H -4.56646 6.03360 1.93693 0.000 0.000 0.000 0.201
H -2.11401 6.72173 0.22699 0.000 -0.001 -0.001 0.195
H -2.20687 6.90685 1.96499 0.001 0.000 0.000 0.193
H -2.56056 4.44379 2.20859 -0.002 0.002 0.000 0.193
H -2.47174 4.26386 0.46833 0.002 -0.002 -0.001 0.195
H -0.11493 5.18720 0.53281 -0.001 0.002 0.000 0.198
H -0.25170 5.33434 2.27037 0.001 0.000 0.000 0.204
H 0.90120 3.29950 2.01229 0.002 0.000 0.000 0.198
H -0.75327 2.77024 2.28226 0.001 -0.002 0.000 0.203
H -1.05047 2.50615 -0.20608 0.002 0.003 0.002 0.219
H 0.59395 3.06967 -0.44620 0.004 -0.003 -0.003 0.190
H 1.01386 0.99195 1.21529 0.013 -0.002 -0.012 0.394
H 1.13993 -1.12203 0.91643 -0.001 -0.002 0.012 0.164
H 1.07154 -1.22191 -2.82108 -0.002 0.001 0.002 0.237
H 4.08846 -1.17945 -5.09992 -0.001 0.000 0.000 0.215
H 2.61172 -2.13718 -4.96000 0.000 -0.001 0.000 0.224
H 2.51412 -0.38305 -5.01363 0.000 0.000 0.000 0.227
H 5.35416 -1.08872 -3.08580 0.001 0.000 0.000 0.224
H 3.44354 -1.03360 0.73437 -0.001 0.000 0.001 0.222
H 1.52700 -3.55055 -1.01272 -0.004 -0.005 0.003 0.219
H 1.28837 -3.47128 0.71843 0.012 -0.003 0.015 0.156
H -0.92871 -4.68849 -0.97248 0.000 0.013 0.005 0.240
H 0.55241 -5.57162 -0.70543 -0.001 -0.003 0.005 0.229
H -0.93040 -6.28586 1.04135 0.027 0.001 -0.006 0.253
H 0.27204 -5.22923 1.80820 0.004 0.010 0.005 0.233
H -3.92171 -4.86904 1.41362 -0.010 0.033 0.004 0.399
H -2.16308 -2.13248 2.17224 0.023 0.019 -0.001 0.256
H -0.44070 -2.53734 2.16995 0.013 -0.009 0.005 0.230
H -1.67692 -1.18926 0.08011 0.002 0.018 0.007 0.231
H -2.01695 -2.80943 -0.41488 0.007 -0.011 -0.010 0.242
```
Forces are in eV/Å.

Relative energy (zero: lowest compared OMol25 entry of this formula, charge and spin) = 0.145 eV
SMILES = CCCCCCNC(=O)[C@H](c1cc(C)cc(Cl)c1)N1CCC[S@@](=N)(=O)CC1
Lowest unoccupied orbital energy = 0.4 eV